{
  "formula": "C14H16MnN2O6S4",
  "method": "ωB97M-V/def2-TZVPD",
  "species": ["Mn", "O", "S", "O", "O", "C", "C", "C", "C", "C", "C", "S", "O", "O", "O", "H", "H", "H", "H", "C", "C", "S", "C", "C", "S", "H", "H", "H", "H", "H", "H", "C", "C", "N", "C", "C", "N", "H", "H", "H", "H", "H", "H"],
  "coordinates": [[0.0793, 0.4099, -0.7102], [-0.1055, -0.2524, -2.6110], [-0.3137, -1.6021, -2.0547], [-1.5338, -2.2120, -2.5210], [-0.2994, -1.4470, -0.5865], [1.0301, -2.6830, -2.4817], [0.7815, -3.7466, -3.3357], [1.7946, -4.6494, -3.6137], [3.0460, -4.4792, -3.0372], [3.2752, -3.4210, -2.1720], [2.2638, -2.5162, -1.8937], [2.6044, -1.2796, -0.6227], [4.0222, -1.0547, -0.6803], [1.8811, -0.0285, -0.9956], [2.0908, -1.8337, 0.6024], [-0.2117, -3.8597, -3.7427], [1.5967, -5.4877, -4.2654], [3.8419, -5.1785, -3.2455], [4.2283, -3.2746, -1.6902], [1.7654, 4.4636, 0.9291], [1.1527, 3.1061, 0.8079], [0.5890, 2.6702, -0.7923], [1.0221, 2.2138, 1.8220], [1.4686, 2.4315, 3.2318], [0.3011, 0.6541, 1.5139], [1.1967, 5.1723, 0.3361], [2.7794, 4.4437, 0.5341], [1.7985, 4.7976, 1.9603], [1.3362, 3.4623, 3.5424], [2.5192, 2.1665, 3.3274], [0.8937, 1.7791, 3.8801], [-2.9437, -1.0860, 0.4872], [-2.8958, -0.1270, -0.6396], [-1.9614, 0.7770, -0.8947], [-2.4047, 1.5047, -1.9754], [-3.6063, 1.0177, -2.3765], [-3.9070, -0.0040, -1.5190], [-2.1581, -0.8593, 1.2048], [-2.7873, -2.0992, 0.1167], [-3.9160, -1.0276, 0.9765], [-1.8385, 2.3333, -2.3581], [-4.2613, 1.3170, -3.1671], [-4.6994, -0.6235, -1.5818]],
  "atomic_forces_ev_per_a": [[0.17, 2.21, 0.95], [0.25, 0.27, -0.20], [-1.80, -2.11, -2.21], [0.51, -0.11, -0.02], [-0.10, -0.57, 0.61], [-0.55, 0.27, 0.11], [-0.13, 0.04, -0.01], [0.01, 0.09, 0.03], [-0.12, 0.05, 0.05], [0.08, 0.11, -0.01], [0.29, 0.43, 0.40], [1.37, -1.08, 1.31], [-0.20, 0.04, -0.31], [0.11, 0.76, -0.34], [0.11, -0.06, -0.23], [-0.03, -0.04, -0.07], [0.03, -0.03, -0.06], [0.04, -0.06, -0.01], [0.14, -0.02, -0.02], [-0.09, -0.14, 0.05], [-0.40, 0.15, -2.32], [0.39, 0.63, 0.49], [-0.80, -2.11, 0.45], [-0.11, -0.03, -0.16], [0.38, 0.84, 0.93], [-0.03, 0.14, -0.05], [0.12, 0.01, -0.01], [0.04, 0.09, 0.10], [0.01, 0.13, 0.08], [0.15, 0.00, 0.06], [0.02, -0.01, 0.20], [0.19, -0.21, -0.04], [-0.25, -0.03, 0.35], [0.10, -0.25, 0.17], [-0.33, 0.13, -0.23], [0.30, 0.52, -0.21], [0.19, -0.11, 0.24], [-0.09, -0.03, -0.01], [0.00, -0.04, 0.07], [0.02, 0.00, 0.05], [0.05, -0.03, -0.13], [-0.10, 0.05, -0.16], [0.09, 0.11, 0.09]],
  "nbo_charge": [0.9243, -0.9139, 2.3704, -0.9505, -0.9062, -0.2624, -0.1847, -0.2069, -0.1810, -0.1738, -0.3200, 2.4274, -0.9486, -0.9293, -0.9478, 0.2457, 0.2218, 0.2221, 0.2526, -0.6609, -0.0892, 0.0264, -0.1176, -0.6573, 0.1008, 0.2379, 0.2441, 0.2180, 0.2198, 0.2428, 0.2379, -0.6660, 0.4455, -0.5162, -0.0619, -0.0769, -0.4968, 0.2548, 0.2556, 0.2276, 0.2351, 0.2274, 0.4296],
  "total_charge": 0,
  "total_energy_ev": -104704.6680,
  "orbital_gap_ev": [7.9, 6.9],
  "e_above_lowest_ev": 1.036,
  "spin_multiplicity": 4,
  "homo_energy_ev": [-7.95, -8.94]
}



{
  "formula": "C14H16N2O6S",
  "method": "ωB97M-V/def2-TZVPD",
  "species": ["C", "C", "O", "C", "O", "C", "N", "S", "O", "O", "C", "C", "N", "C", "O", "C", "C", "C", "C", "C", "C", "C", "O", "H", "H", "H", "H", "H", "H", "H", "H", "H", "H", "H", "H", "H", "H", "H", "H"],
  "coordinates": [[-5.3129, -1.7580, 0.3753], [-4.8108, -0.3474, 0.1054], [-3.5352, -0.3559, -0.5492], [-2.4721, -0.5161, 0.2173], [-2.4806, -0.7370, 1.4001], [-1.1712, -0.4184, -0.5791], [-0.1713, 0.2737, 0.2047], [-0.5950, 1.8908, 0.4973], [0.0681, 2.2845, 1.6981], [-2.0194, 2.0377, 0.4035], [0.1379, 2.7659, -0.9173], [1.6424, 2.8652, -0.7500], [2.2237, 1.5634, -0.5219], [1.9437, 0.4403, -1.2879], [1.3386, 0.4426, -2.3320], [2.5947, -0.6881, -0.5826], [2.6451, -2.0314, -0.8906], [3.3311, -2.8702, -0.0173], [3.9460, -2.3714, 1.1207], [3.8998, -1.0147, 1.4277], [3.2157, -0.1852, 0.5638], [2.9836, 1.2771, 0.6119], [3.3739, 2.0955, 1.3988], [-4.6478, -2.2626, 1.0713], [-6.3069, -1.7115, 0.8105], [-5.3569, -2.3270, -0.5505], [-5.4711, 0.1841, -0.5819], [-4.7140, 0.2132, 1.0395], [-1.3375, 0.1266, -1.5069], [-0.8052, -1.4223, -0.8117], [-0.0532, -0.1688, 1.1096], [-0.1322, 2.2000, -1.8039], [-0.3299, 3.7456, -0.9405], [1.8882, 3.4654, 0.1310], [2.0887, 3.3199, -1.6423], [2.1689, -2.4124, -1.7807], [3.3859, -3.9275, -0.2299], [4.4703, -3.0472, 1.7795], [4.3772, -0.6188, 2.3101]],
  "atomic_forces_ev_per_a": [[0.28, 0.28, -0.10], [-0.35, -0.14, 0.34], [-0.09, -0.03, -0.40], [0.33, -0.30, -0.05], [-0.07, -0.08, 0.09], [-0.46, 0.03, -0.05], [-0.31, 0.86, 0.30], [-0.07, 0.02, -0.37], [0.43, -0.04, 0.17], [-0.04, 0.10, -0.30], [-0.16, -0.59, 0.61], [0.16, 0.17, -0.09], [0.12, 0.28, -0.15], [0.27, 0.15, -0.22], [0.01, -0.07, -0.08], [0.37, -0.22, 0.55], [-0.05, 0.18, -0.04], [-0.06, -0.02, -0.08], [0.04, 0.06, 0.08], [-0.07, 0.14, -0.06], [-0.10, -0.62, -0.31], [0.19, 0.20, -0.07], [0.01, -0.07, 0.14], [0.00, -0.05, 0.06], [-0.13, -0.02, 0.04], [-0.06, -0.06, -0.07], [0.11, -0.02, 0.10], [-0.03, -0.01, -0.16], [0.00, -0.18, -0.07], [-0.05, 0.10, -0.02], [0.04, 0.05, 0.24], [-0.09, 0.03, -0.09], [-0.11, 0.04, 0.09], [0.02, -0.05, -0.20], [-0.13, 0.01, 0.15], [-0.05, -0.04, -0.10], [0.01, -0.08, -0.01], [0.04, -0.05, 0.05], [0.05, 0.04, 0.10]],
  "nbo_charge": [-0.6360, -0.0751, -0.4973, 0.8014, -0.6170, -0.3334, -0.8606, 2.2939, -0.9323, -0.9422, -0.6685, -0.2352, -0.4889, 0.7267, -0.5861, -0.1466, -0.1663, -0.1925, -0.1921, -0.1858, -0.0614, 0.6776, -0.5336, 0.2249, 0.2176, 0.2086, 0.1917, 0.2043, 0.2345, 0.2362, 0.4220, 0.2622, 0.2595, 0.2599, 0.2197, 0.2310, 0.2209, 0.2217, 0.2361],
  "total_charge": 0,
  "total_energy_ev": -40879.0548,
  "orbital_gap_ev": 9.6,
  "e_above_lowest_ev": 0.000,
  "homo_energy_ev": -10.03
}



{
  "formula": "C14H16N2O6S",
  "method": "ωB97M-V/def2-TZVPD",
  "species": ["C", "O", "C", "O", "C", "C", "C", "S", "O", "O", "N", "C", "C", "C", "O", "C", "C", "C", "O", "C", "C", "C", "N", "H", "H", "H", "H", "H", "H", "H", "H", "H", "H", "H", "H", "H", "H", "H", "H"],
  "coordinates": [[2.4514, 1.9459, -2.8697], [2.1467, 1.3810, -1.6015], [2.7898, 0.2585, -1.2796], [3.6238, -0.2832, -1.9710], [2.3590, -0.2708, 0.0131], [1.3722, 0.1354, 0.8894], [1.3416, -0.8127, 1.9226], [0.1080, -0.9451, 3.1898], [-0.2184, 0.3452, 3.7047], [0.4781, -1.9902, 4.0948], [-1.2000, -1.5344, 2.3020], [-1.5043, -0.7947, 1.1468], [-1.9580, 0.5043, 1.3160], [-2.1881, 1.2956, 0.1947], [-2.6066, 2.5846, 0.2426], [-2.8172, 3.1727, 1.5074], [-1.9725, 0.7712, -1.0760], [-1.5298, -0.5357, -1.2377], [-1.3318, -0.9375, -2.5230], [-0.8287, -2.2303, -2.7553], [-1.2934, -1.3286, -0.1190], [2.2977, -1.7675, 1.6475], [2.9075, -1.4264, 0.4981], [2.1047, 2.9754, -2.8366], [3.5260, 1.9028, -3.0574], [1.9293, 1.3971, -3.6562], [0.7557, 1.0042, 0.7971], [-1.0715, -2.5234, 2.1428], [-2.0821, 0.8677, 2.3201], [-3.1103, 4.2018, 1.3055], [-3.6186, 2.6669, 2.0539], [-1.9061, 3.1633, 2.1125], [-2.1446, 1.3850, -1.9436], [0.1613, -2.3630, -2.3055], [-1.5073, -3.0022, -2.3784], [-0.7464, -2.3241, -3.8370], [-0.9400, -2.3441, -0.2077], [2.5601, -2.6344, 2.2194], [3.6627, -1.9099, 0.0345]],
  "atomic_forces_ev_per_a": [[0.23, 0.03, -0.37], [-0.15, -0.04, 0.37], [0.13, -0.12, -0.08], [-0.06, 0.03, 0.04], [-0.45, 0.38, 0.21], [0.47, 0.12, -0.41], [-0.33, -0.09, 0.61], [0.46, -0.42, -0.31], [-0.04, 0.09, -0.33], [0.00, -0.20, -0.23], [0.41, 0.08, 0.86], [-0.44, 0.53, -0.71], [-0.13, 0.14, 0.07], [0.15, -0.25, -0.20], [0.06, -0.20, -0.27], [-0.05, 0.11, 0.21], [0.01, 0.03, 0.00], [-0.09, 0.23, 0.11], [-0.15, 0.32, 0.17], [0.10, -0.23, -0.04], [-0.03, -0.28, 0.01], [-0.08, -0.17, 0.33], [0.12, -0.05, -0.16], [0.00, -0.06, 0.01], [-0.13, 0.05, 0.00], [0.04, 0.04, 0.05], [-0.16, 0.21, -0.11], [0.08, -0.13, 0.03], [-0.11, 0.11, 0.06], [0.02, -0.07, 0.07], [0.03, 0.01, -0.01], [-0.03, 0.00, -0.02], [-0.03, 0.10, -0.14], [-0.04, 0.00, 0.00], [0.03, 0.03, 0.00], [0.01, -0.04, 0.09], [0.11, -0.08, -0.05], [0.10, -0.20, 0.06], [-0.08, 0.02, 0.07]],
  "nbo_charge": [-0.2623, -0.4893, 0.7668, -0.6131, -0.0230, -0.1883, -0.4627, 2.3346, -0.9209, -0.9361, -0.8551, 0.2600, -0.3958, 0.3439, -0.4897, -0.2548, -0.3405, 0.4165, -0.5083, -0.2537, -0.4238, 0.0123, -0.4647, 0.1994, 0.2026, 0.1907, 0.2547, 0.4034, 0.2523, 0.2005, 0.1800, 0.1837, 0.2326, 0.1755, 0.1761, 0.2029, 0.2173, 0.2360, 0.4402],
  "total_charge": 0,
  "total_energy_ev": -40877.2641,
  "orbital_gap_ev": 9.1,
  "e_above_lowest_ev": 1.791,
  "homo_energy_ev": -8.62
}



{
  "formula": "C14H16N6S",
  "method": "ωB97M-V/def2-TZVPD",
  "species": ["C", "C", "C", "N", "N", "C", "C", "C", "C", "N", "C", "N", "N", "C", "C", "C", "C", "C", "N", "C", "S", "H", "H", "H", "H", "H", "H", "H", "H", "H", "H", "H", "H", "H", "H", "H", "H"],
  "coordinates": [[0.0309, 2.3563, 3.4167], [0.4732, 3.6867, 3.3063], [0.1878, 4.3395, 2.1002], [0.3396, 5.6331, 1.6488], [-0.2699, 5.9065, 0.4722], [-0.7429, 4.7264, 0.0950], [-0.4794, 3.6956, 1.0857], [-0.8195, 2.3485, 1.1865], [-0.5844, 1.6562, 2.3869], [-0.9500, 0.3467, 2.6020], [-0.6380, -0.7234, 1.7623], [-0.8649, -1.8978, 2.2723], [-0.4816, -2.9175, 1.4172], [-0.0236, -2.4341, 0.2567], [0.3946, -3.3212, -0.8779], [-0.7141, -3.5318, -1.9185], [-0.7339, -2.5060, -3.0709], [0.6676, -2.2777, -3.6705], [1.5885, -1.8598, -2.6006], [1.7752, -2.8471, -1.5031], [0.0883, -0.6899, 0.1847], [0.1933, 1.8398, 4.3546], [0.9948, 4.2048, 4.0880], [0.7476, 6.3681, 2.2600], [-1.2950, 4.5913, -0.8742], [-1.3342, 1.9111, 0.3589], [-1.1228, -0.0180, 3.5541], [0.6245, -4.2938, -0.4536], [-1.6734, -3.5025, -1.4470], [-0.5739, -4.4866, -2.3879], [-1.4363, -2.8332, -3.8269], [-1.0886, -1.5620, -2.6873], [1.0523, -3.2060, -4.1199], [0.6278, -1.5606, -4.4644], [1.2889, -0.9792, -2.2218], [2.3185, -3.7002, -1.9437], [2.4330, -2.4620, -0.7408]],
  "atomic_forces_ev_per_a": [[1.06, 1.57, 0.92], [-0.59, -0.87, -0.54], [0.11, 0.77, -0.04], [1.08, 1.18, 2.30], [0.02, -1.80, 0.23], [-0.49, -0.13, -0.90], [-0.55, -0.04, -1.22], [-0.18, -0.50, 0.72], [0.01, 1.70, -1.35], [-0.20, -1.72, -0.24], [-0.42, 0.39, 1.52], [0.55, -0.59, -1.08], [0.42, 1.72, -2.06], [-0.42, -1.26, 1.74], [1.33, 0.10, -0.10], [0.67, 0.94, -0.95], [0.67, -0.28, 0.14], [-0.32, -1.01, 1.46], [0.74, -0.43, 0.08], [-1.46, -0.18, -1.51], [-0.63, -0.34, 0.58], [0.11, -0.02, 0.03], [0.06, -0.08, 0.42], [-0.71, -0.62, -1.26], [0.73, 0.35, 1.22], [-0.30, -0.51, -0.28], [0.25, 0.68, -0.88], [-0.24, -0.11, 0.44], [-0.60, -0.27, 0.46], [0.04, -0.75, -0.04], [-0.24, -0.10, -0.21], [-0.20, 0.56, 0.07], [-0.04, 0.11, 0.19], [0.15, 0.66, -0.31], [-0.06, 0.38, 0.05], [-0.42, 0.10, 0.13], [0.08, 0.40, 0.26]],
  "nbo_charge": [-0.2054, -0.2204, 0.0955, -0.3648, -0.2043, -0.0558, -0.0767, -0.2285, 0.1218, -0.6004, 0.2037, -0.3255, -0.2399, 0.0328, -0.3012, -0.3883, -0.4109, -0.2198, -0.6277, -0.2152, 0.3294, 0.2130, 0.2208, 0.4034, 0.2131, 0.2193, 0.4237, 0.2433, 0.2193, 0.2054, 0.2084, 0.1893, 0.1844, 0.2027, 0.3454, 0.1991, 0.2113],
  "total_charge": 0,
  "total_energy_ev": -34552.2502,
  "orbital_gap_ev": 8.4,
  "e_above_lowest_ev": 0.737,
  "homo_energy_ev": -7.97
}